Density functional theory data (ωB97M-V with the def2-TZVPD basis set) for a cluster of 2 separate species, C5H12N3 in total in a non-equilibrium geometry.

```
! RIJCOSX wB97M-V def2-TZVPD def2/J DEFGRID3
* xyz 1 1
C -2.6513 1.0463 -0.1904
C -3.1138 -1.3135 0.5098
C 1.7430 -0.2023 -0.1707
C 1.5084 0.9315 0.6573
C 3.0101 -1.0014 -0.1906
N -1.4613 1.4878 -0.5253
N 0.6424 -0.5430 -0.7600
N -2.8653 -0.2061 0.0391
H -3.4766 1.7540 -0.0190
H -3.6255 -2.0613 -0.1125
H -2.9809 -1.5053 1.4978
H 1.8408 1.9553 0.4076
H 2.0887 0.5894 1.5453
H 0.4254 0.9582 1.0077
H 3.4319 -1.3203 0.7378
H 3.8805 -0.4431 -0.7118
H 2.9387 -2.0023 -0.8338
H -1.3384 2.4045 -0.9588
H 0.7566 -1.2986 -1.4554
H -0.7532 0.7702 -0.4741
*
```

Summary:
E_HOMO = -13.578 eV
E_tot = -361.665818 a.u.
strongest force on any atom = 4.47 eV Å⁻¹
gap between HOMO and LUMO = 0.3543 Ha